Entry 1:
Molecular formula: C4H9ClS
Method: DFT, ωB97M-V/def2-TZVPD

energy above the lowest of the compared OMol25 structures with the same formula, charge and spin = 0.697 eV
strongest force on any atom = 2.1 eV Å⁻¹
E_LUMO = 0.8404 eV
structure (SMILES) = C[C@H](Cl)[C@@H](C)S
2S+1 = 1
DFT total energy = -27651.19592 eV
frontier orbital gap = 9.966 eV
highest occupied orbital energy = -9.126 eV

Geometry (Å):
C 1.71341 0.78109 0.67707
C 0.92650 -0.17706 -0.31513
Cl 0.40839 0.51008 -1.86457
C -0.43845 -0.82109 0.24486
C -0.30182 -1.91251 1.31658
S -1.46624 0.57862 0.76799
H 2.82316 0.72807 0.58060
H 1.50568 0.40291 1.71674
H 1.40193 1.79505 0.49631
H 1.67889 -0.89859 -0.64065
H -0.84788 -1.32695 -0.64684
H 0.17778 -2.80144 0.89785
H 0.36032 -1.64878 2.13652
H -1.37978 -2.25137 1.57988
H -0.60077 0.84912 1.74922

---

Entry 2:
Molecular formula: C24H58AsF6NO14P2S3
Method: DFT, ωB97M-V/def2-TZVPD

energy above the lowest of the compared OMol25 structures with the same formula, charge and spin = 0.000 eV
strongest force on any atom = 3.5 eV Å⁻¹
E_LUMO = -0.3808 eV
2S+1 = 1
DFT total energy = -184217.27563 eV
frontier orbital gap = 9.077 eV
highest occupied orbital energy = -9.458 eV

Geometry (Å):
N 14.49421 17.48504 13.05107
H 14.19301 17.16512 12.14166
H 13.77318 17.60649 13.74781
H 15.04167 18.32890 12.96007
H 15.15550 16.77355 13.32782
As 15.28905 18.02785 16.83144
F 16.46863 18.17814 15.49639
F 15.64494 16.26164 16.85724
F 14.06475 17.76080 18.08520
F 14.95451 19.79838 16.73166
F 14.05999 17.70315 15.56636
F 16.65521 18.32043 18.04648
C 11.07330 14.08283 17.44010
C 10.30286 13.86798 16.16054
C 11.17500 12.86455 15.37993
S 12.91545 13.24478 15.59520
O 13.40694 14.09035 14.53716
O 13.55885 12.03155 16.06002
C 12.57923 14.21141 17.13515
H 11.06058 13.23616 18.12647
H 10.87973 14.93977 18.08530
H 10.39893 14.83852 15.67380
H 9.25826 13.57200 16.25693
H 11.11754 12.75783 14.29669
H 11.04532 11.89620 15.86321
H 12.89582 15.24356 16.98501
H 13.16740 13.89147 17.99526
C 16.61746 15.96782 20.18860
C 18.07999 16.46847 20.17280
C 18.70026 15.79213 18.95680
S 18.20945 14.00332 19.28636
O 19.17819 13.44289 20.27858
O 17.99683 13.28606 18.04011
C 16.64480 14.44354 20.14614
H 15.99826 16.45393 19.43469
H 16.22238 16.20201 21.17712
H 18.61682 16.18709 21.07875
H 18.15294 17.55599 20.18119
H 19.76037 15.80136 18.70346
H 18.08285 15.99982 18.08286
H 16.67246 13.99402 21.13875
H 15.77351 14.01996 19.64662
C 10.48394 17.92287 16.60900
C 9.16502 17.72338 15.88579
C 9.52970 17.66628 14.37967
S 10.83564 18.94561 14.18667
O 10.28664 20.16612 13.66057
O 11.98914 18.41413 13.47294
C 11.22013 19.05280 15.98723
H 11.14906 17.06551 16.71226
H 10.21176 18.15543 17.63853
H 8.50702 18.57447 16.06125
H 8.78761 16.76962 16.25457
H 8.66231 17.65030 13.71976
H 10.05666 16.77097 14.04975
H 10.84595 20.01163 16.34602
H 12.30902 19.07675 16.03008
C 23.15566 24.60289 14.08014
C 21.82950 24.95493 14.73596
O 21.76306 24.26198 15.98405
P 21.19867 22.71036 15.93000
O 20.79840 22.22512 14.57914
O 22.49330 21.86087 16.54423
C 22.92404 22.22216 17.87653
C 24.36473 21.66303 18.03033
O 20.02115 22.53190 17.10387
C 18.63536 22.73057 16.79019
C 17.81374 21.76834 17.62180
H 23.97860 24.43605 14.77515
H 22.99565 23.65585 13.56477
H 23.43012 25.39447 13.38288
H 21.85828 26.01915 14.96983
H 20.98681 24.75118 14.07532
H 23.00192 23.30580 17.96459
H 22.23082 21.77768 18.59066
H 24.68482 21.83386 19.05818
H 24.32011 20.60795 17.76031
H 25.10745 22.15080 17.39902
H 18.38835 23.76529 17.02779
H 18.54683 22.60651 15.71090
H 17.89129 21.92910 18.69709
H 16.75688 21.93109 17.41048
H 18.01893 20.72563 17.37942
C 11.94615 16.61432 19.95186
C 11.59361 17.78976 20.84408
O 10.44393 18.46886 20.33798
P 9.00292 17.71088 20.35071
O 8.52240 17.39552 21.70946
O 8.13183 18.68519 19.38748
C 7.18566 19.57244 19.90361
C 7.85550 20.86512 20.24328
O 9.21142 16.43106 19.38658
C 8.12520 15.46390 19.23763
C 8.44546 14.25428 20.11722
H 11.99734 16.96238 18.92020
H 12.94349 16.25885 20.21083
H 11.22280 15.80321 20.03534
H 11.49221 17.55488 21.90363
H 12.46197 18.40004 20.59583
H 6.45353 19.77247 19.12126
H 6.80183 19.20712 20.85613
H 8.48106 20.70092 21.12066
H 8.54588 21.28745 19.51313
H 7.15515 21.58392 20.66866
H 7.19285 15.92464 19.56404
H 8.12632 15.12551 18.20149
H 9.41847 13.92680 19.75103
H 8.52553 14.55278 21.16249
H 7.72208 13.46477 19.91348

---

Entry 3:
Molecular formula: C14H6Br2N4S2Se2Te2Ti
Method: DFT, ωB97M-V/def2-TZVPD

charge = -2
energy above the lowest of the compared OMol25 structures with the same formula, charge and spin = 0.253 eV
strongest force on any atom = 0.5 eV Å⁻¹
E_LUMO (spin up / spin down) = 3.7946 / 3.7946 eV
2S+1 = 1
DFT total energy = -350731.61688 eV
frontier orbital gap (spin up / spin down) = 4.680 / 4.685 eV
highest occupied orbital energy (spin up / spin down) = -0.885 / -0.890 eV

Geometry (Å):
Ti -0.29199 -0.11498 0.23651
Se -0.82817 -2.66058 0.39193
Te 0.18802 -3.77958 -1.61828
Te 1.01799 -1.52711 -2.92750
Se -0.94247 -0.10804 -2.33986
S -0.48121 0.31588 2.67160
C -2.13518 0.73721 2.43125
S -2.65935 0.53319 0.79727
C -2.96133 1.20874 3.43967
C -4.31010 1.58359 3.19493
N -5.41153 1.89250 3.04102
C -2.50138 1.34609 4.77830
N -2.16535 1.46987 5.87554
Br 6.42038 -0.73292 0.56972
C 4.52714 -0.53152 0.51018
C 3.70825 -1.66206 0.79274
C 2.36463 -1.51245 0.71779
N 1.72347 -0.34224 0.37410
C 2.54720 0.76796 0.16661
C 3.96534 0.65546 0.21118
C 1.85224 1.94454 -0.08515
C 2.43381 3.22914 -0.29985
C 1.62153 4.28226 -0.52936
Br 2.35443 6.01747 -0.81891
C 0.20961 4.13310 -0.55778
C -0.28610 2.88619 -0.33017
N 0.48196 1.79602 -0.08214
H 4.13992 -2.61702 1.05099
H 1.70332 -2.34319 0.91784
H 4.57237 1.52421 0.00012
H 3.50753 3.34236 -0.27397
H -0.44589 4.96959 -0.74234
H -1.35392 2.70695 -0.32453

---

Question: The lowest strongest force on any atom belongs to which entry?
Answer: C14H6Br2N4S2Se2Te2Ti

---

Question: What is the energy above the lowest of the compared OMol25 structures with the same formula, charge and spin in the first record?
Answer: 0.697 eV

---

Question: Which formula does entry 3 have?
Answer: C14H6Br2N4S2Se2Te2Ti

---

Repeat the first record exactly.
Molecular formula: C4H9ClS
Method: DFT, ωB97M-V/def2-TZVPD

energy above the lowest of the compared OMol25 structures with the same formula, charge and spin = 0.697 eV
strongest force on any atom = 2.1 eV Å⁻¹
E_LUMO = 0.8404 eV
structure (SMILES) = C[C@H](Cl)[C@@H](C)S
2S+1 = 1
DFT total energy = -27651.19592 eV
frontier orbital gap = 9.966 eV
highest occupied orbital energy = -9.126 eV

Geometry (Å):
C 1.71341 0.78109 0.67707
C 0.92650 -0.17706 -0.31513
Cl 0.40839 0.51008 -1.86457
C -0.43845 -0.82109 0.24486
C -0.30182 -1.91251 1.31658
S -1.46624 0.57862 0.76799
H 2.82316 0.72807 0.58060
H 1.50568 0.40291 1.71674
H 1.40193 1.79505 0.49631
H 1.67889 -0.89859 -0.64065
H -0.84788 -1.32695 -0.64684
H 0.17778 -2.80144 0.89785
H 0.36032 -1.64878 2.13652
H -1.37978 -2.25137 1.57988
H -0.60077 0.84912 1.74922